This record from the OMol25 dataset describes a cluster of 9 separate species, C24H48O27S6 in total. The level of theory is ωB97M-V with the def2-TZVPD basis set.

The geometry in XYZ format:
```
105
Properties=species:S:1:pos:R:3:forces:R:3:lowdin_charge:R:1
C -2.88420 -3.83001 2.80010 0.635 0.888 1.322 -0.18
C -2.48336 -4.85709 3.90548 -0.301 0.217 -0.698 -0.16
C -2.80777 -6.12496 3.16454 0.024 0.657 0.141 -0.23
O -2.32867 -5.87135 1.84605 -0.305 -0.369 -0.901 -0.15
C -2.29994 -4.42747 1.57113 0.592 -1.824 1.202 -0.19
H -2.32475 -2.90985 2.96863 -0.593 0.451 0.179 0.11
H -3.94965 -3.64876 2.65849 -0.017 -0.026 0.535 0.12
H -2.93713 -4.81521 4.89566 -0.209 0.385 -0.200 0.12
H -1.40015 -4.86848 4.02636 0.119 0.422 0.115 0.11
H -3.89117 -6.24420 3.17575 -0.143 -0.497 -0.129 0.12
H -2.29102 -6.95479 3.64669 -0.117 -0.336 -0.567 0.12
H -2.83718 -4.14041 0.66722 0.312 -0.354 -0.151 0.12
H -1.23097 -4.21569 1.59463 0.022 0.413 -0.857 0.11
C 6.45782 0.94876 -0.46748 -0.753 -0.987 1.346 -0.18
C 5.83538 2.33182 -0.45309 -0.287 0.117 0.320 -0.17
C 6.79076 3.17507 -1.23992 2.610 -1.094 -0.520 -0.13
O 8.11820 2.55644 -0.84599 -0.990 3.031 0.147 -0.16
C 7.92794 1.20568 -0.62542 0.218 -0.425 -1.099 -0.26
H 6.05700 0.21994 -1.17194 0.012 0.353 -0.334 0.11
H 6.36460 0.46392 0.50429 -0.593 -0.007 0.097 0.11
H 5.93844 2.66845 0.57850 -0.344 0.294 0.048 0.12
H 4.78664 2.39461 -0.74346 0.087 -0.073 -0.107 0.11
H 6.78077 4.25138 -1.06795 0.229 -0.179 0.453 0.11
H 6.88993 3.03381 -2.31616 -1.152 -0.066 -0.283 0.11
H 8.53253 0.95972 0.24755 0.026 -0.509 -0.247 0.13
H 8.18385 0.68503 -1.54820 0.926 -0.486 0.178 0.11
C -0.02907 3.78940 5.05644 -0.763 0.395 1.633 -0.18
C -0.38992 3.54839 3.64311 0.603 0.478 -1.437 -0.19
C 0.93745 3.81281 2.93431 -0.289 -0.143 0.205 -0.20
O 1.72017 4.55401 3.85512 2.275 0.489 -1.084 -0.12
C 1.07896 4.89839 5.01276 -2.695 -1.504 1.463 -0.22
H 0.38953 2.90234 5.53185 0.277 -0.100 -0.186 0.11
H -0.91620 3.99998 5.65373 0.049 0.411 0.148 0.11
H -0.94699 4.38826 3.22792 -1.038 -0.308 0.508 0.11
H -0.81209 2.58499 3.35721 -0.173 0.137 0.264 0.12
H 0.66417 4.42442 2.07446 0.767 -0.045 -0.380 0.11
H 1.48073 2.91113 2.65159 0.123 0.100 -0.095 0.12
H 0.72512 5.92734 5.07717 -0.366 0.195 -0.620 0.11
H 1.57422 4.76074 5.97394 1.214 -0.108 -0.437 0.11
C -2.17550 0.20013 -2.24511 -0.200 1.917 -0.447 -0.19
C -1.73459 0.27344 -0.80665 -0.953 -1.748 0.500 -0.19
O -0.33801 0.12742 -0.81018 2.694 -0.291 -0.233 -0.21
S 0.28895 -0.70421 -2.08447 -1.229 1.149 -2.337 0.79
O 0.34611 -2.16325 -1.89068 0.375 3.425 0.055 -0.26
O 1.38460 0.08219 -2.74581 -3.155 -2.749 2.598 -0.26
O -1.12296 -0.40847 -2.98509 1.156 -1.167 0.503 -0.21
H -2.31976 1.18343 -2.69278 0.301 0.278 0.102 0.13
H -3.18351 -0.21159 -2.29507 0.406 -1.051 -0.355 0.13
H -2.14411 -0.60086 -0.30069 0.009 -0.234 0.151 0.12
H -2.08867 1.10003 -0.19064 0.592 0.464 -0.507 0.14
C 5.51896 -2.56692 -4.98525 -0.542 -0.844 0.077 -0.17
C 4.42362 -3.58116 -4.61722 -0.336 0.657 -0.707 -0.19
O 4.85406 -4.15768 -3.42998 0.857 -0.877 2.787 -0.22
S 6.48436 -4.19071 -3.19779 -1.714 0.423 -0.725 0.74
O 6.99780 -5.54998 -3.33245 -0.778 2.904 -0.077 -0.23
O 6.75910 -3.40315 -2.00887 -0.074 -1.184 -2.030 -0.24
O 6.63607 -3.32130 -4.61034 3.238 -1.412 1.167 -0.23
H 5.56803 -1.62122 -4.44549 -0.666 0.005 0.083 0.13
H 5.57398 -2.39848 -6.06075 0.079 -0.011 0.101 0.14
H 4.36369 -4.44048 -5.28512 -0.106 0.557 -0.832 0.13
H 3.45042 -3.11013 -4.47901 0.011 -0.181 0.185 0.13
C -1.98309 8.69943 -0.44136 0.911 -1.927 0.059 -0.16
C -2.06683 9.04923 -1.89765 0.895 1.898 0.948 -0.23
O -2.41825 7.91309 -2.59782 -0.990 -2.556 -0.693 -0.18
S -3.19619 6.73475 -1.69616 -1.979 2.590 0.951 0.75
O -2.56578 5.44557 -1.76044 -0.248 1.624 -0.143 -0.23
O -4.66491 6.82512 -1.88270 3.763 -0.238 0.295 -0.27
O -2.80812 7.53535 -0.29038 -1.535 -1.248 -0.272 -0.22
H -2.18288 9.49872 0.27230 -0.510 -0.302 -0.127 0.14
H -0.99449 8.27563 -0.26484 0.285 0.517 0.321 0.13
H -1.04044 9.34206 -2.11870 -0.108 -0.021 -0.796 0.14
H -2.69574 9.92769 -2.04212 -0.490 -0.383 -0.501 0.14
C -3.90489 -4.53329 -5.53259 0.188 0.400 -0.120 -0.18
C -3.78213 -5.82570 -4.76722 -0.497 0.368 -0.371 -0.16
O -5.15681 -6.27544 -4.74668 -0.645 -0.212 -1.045 -0.21
S -5.98684 -5.80789 -6.10782 -2.540 0.191 -0.196 0.76
O -7.18310 -5.01222 -5.68963 3.619 -2.200 -0.931 -0.28
O -6.21449 -6.91669 -7.06064 1.167 2.778 2.454 -0.26
O -4.79789 -4.80205 -6.62759 -0.884 -1.100 0.200 -0.21
H -2.96327 -4.19963 -5.96860 -0.155 0.088 0.074 0.14
H -4.36137 -3.77988 -4.89064 0.125 0.206 -0.097 0.13
H -3.46332 -5.63821 -3.74189 -0.126 -0.242 -0.058 0.14
H -3.11552 -6.52075 -5.27775 -0.238 -0.277 0.102 0.13
C -6.75814 3.82683 1.54015 0.012 -0.353 1.328 -0.14
C -5.98079 4.43544 2.67336 2.719 1.664 -0.127 -0.19
O -5.68057 3.47545 3.70229 -0.855 -0.891 -0.204 -0.20
S -6.44146 2.06564 3.38179 0.830 -0.155 0.734 0.70
O -7.19631 1.67299 4.57200 1.402 0.645 -2.849 -0.23
O -5.50475 1.14155 2.72556 -1.959 1.789 1.335 -0.26
O -7.37969 2.77489 2.29599 -1.418 -1.743 -0.531 -0.21
H -6.13150 3.47583 0.72026 -0.206 -0.282 0.087 0.13
H -7.53185 4.51686 1.20348 -0.026 -0.391 -0.103 0.14
H -6.40683 5.36561 3.04938 -0.455 -0.491 0.560 0.13
H -4.98296 4.72230 2.34149 0.000 0.230 -0.283 0.13
C 2.98247 -4.60371 2.10509 0.185 -0.154 0.273 -0.16
C 2.97269 -3.08690 2.27664 -0.370 1.054 -0.518 -0.17
O 3.65071 -2.78807 3.50771 0.642 0.321 0.146 -0.21
S 4.73900 -3.91970 3.90847 -0.444 0.036 -0.720 0.74
O 4.77266 -4.01867 5.36334 -0.105 -0.101 -3.051 -0.24
O 5.96931 -3.76740 3.12205 -2.611 -0.501 1.627 -0.25
O 3.72347 -5.07277 3.24058 1.480 -0.290 0.919 -0.22
H 3.39733 -4.98979 1.17400 0.492 0.388 0.068 0.13
H 1.98116 -5.03289 2.14066 0.012 0.045 0.495 0.12
H 1.97317 -2.65419 2.31925 -0.182 -0.378 0.731 0.12
H 3.36308 -2.49931 1.44572 0.890 -0.419 -0.002 0.13
```
Positions in Å, forces in eV/Å.

## Properties
SMILES string: O=S1(=O)OCCO1.O=S1(=O)OCCO1.O=S1(=O)OCCO1.O=S1(=O)OCCO1.O=S1(=O)OCCO1.O=S1(=O)OCCO1.C1CCOC1.C1CCOC1.C1CCOC1
highest occupied orbital energy: -9.2140 eV
energy above the lowest of the compared OMol25 structures with the same formula, charge and spin: 141.2 kcal/mol
electronic energy: -145947.3488 eV